Here is a cluster of 7 separate species, C5H26N2O6 in total at a distorted geometry from the OMol25 dataset. Energies are from ωB97M-V with the def2-TZVPD basis set.

Output
Net charge: 0
Multiplicity: 1
E_HOMO, Ha: -0.325
SMILES: CN[C@@H](C)CCN.O.O.O.O.O.O
Energy above the lowest of the compared OMol25 structures with the same formula, charge and spin, kcal/mol: 52.91
Kohn-Sham gap, eV: 9.318

Each atom is followed by the atoms it is bonded to, with distances in Å.
Geometry (Å):
1 C 1.306 -1.967 1.181  N2 1.471, H8 1.108, H9 1.084, H10 1.095
2 N 0.195 -1.110 1.621  C1 1.471, C3 1.502, H11 1.010
3 C -0.790 -0.788 0.533  N2 1.502, C4 1.529, C5 1.532, H12 1.087
4 C -2.094 -1.539 0.809  C3 1.529, H13 1.098, H14 1.094, H15 1.107
5 C -1.047 0.721 0.506  C3 1.532, C6 1.521, H16 1.087, H17 1.084
6 C -1.262 1.208 -0.919  C5 1.521, N7 1.519, H18 1.115, H19 1.092
7 N 0.089 1.078 -1.600  C6 1.519, H20 1.022, H21 1.017
8 H 2.080 -1.885 1.970  C1 1.108
9 H 1.081 -3.026 1.135  C1 1.084
10 H 1.800 -1.691 0.244  C1 1.095
11 H -0.212 -1.520 2.449  N2 1.010
12 H -0.197 -1.028 -0.345  C3 1.087
13 H -2.028 -2.607 0.563  C4 1.098
14 H -2.981 -0.997 0.466  C4 1.094
15 H -2.167 -1.556 1.913  C4 1.107
16 H -1.922 1.057 1.056  C5 1.087
17 H -0.179 1.149 0.995  C5 1.084
18 H -2.012 0.620 -1.497  C6 1.115
19 H -1.554 2.233 -1.156  C6 1.092
20 H 0.814 1.278 -0.908  N7 1.022
21 H 0.286 1.839 -2.246  N7 1.017
22 O 2.762 1.353 1.073  H23 0.968, H24 0.971
23 H 2.284 0.920 1.794  O22 0.968
24 H 2.913 0.539 0.567  O22 0.971
25 O -4.225 2.052 0.377  H26 0.978, H27 0.960
26 H -3.613 1.932 1.130  O25 0.978
27 H -4.370 1.153 0.076  O25 0.960
28 O 1.709 -2.495 -2.362  H29 0.977, H30 0.973
29 H 1.593 -1.701 -2.919  O28 0.977
30 H 0.808 -2.433 -1.998  O28 0.973
31 O 3.422 -0.629 -0.710  H32 0.950, H33 0.957
32 H 4.166 -0.198 -1.115  O31 0.950
33 H 3.077 -1.292 -1.308  O31 0.957
34 O -0.198 -1.337 -2.879  H35 1.000, H36 0.957
35 H -0.068 -0.377 -2.635  O34 1.000
36 H -0.787 -1.662 -2.198  O34 0.957
37 O -0.427 3.135 2.657  H38 0.963, H39 0.949
38 H 0.217 3.849 2.713  O37 0.963
39 H -0.567 2.872 3.559  O37 0.949

Here is a cluster of 9 separate species, C5H26NO9 in total at a distorted geometry from the OMol25 dataset. Energies are from ωB97M-V with the def2-TZVPD basis set.

Output
Net charge: -1
Multiplicity: 1
E_HOMO, Ha: -0.190
Energy above the lowest of the compared OMol25 structures with the same formula, charge and spin, kcal/mol: 21.92
Kohn-Sham gap, eV: 8.219

Each atom is followed by the atoms it is bonded to, with distances in Å.
Geometry (Å):
1 C 0.275 -1.827 1.691  O2 1.390, C3 1.551, H8 1.100, H9 1.108
2 O 1.165 -1.019 0.994  C1 1.390
3 C -1.154 -1.245 1.535  C1 1.551, C4 1.563, H10 1.103, H11 1.097
4 C -1.771 -1.205 0.099  C3 1.563, C5 1.481, H12 1.115, H13 1.095
5 C -1.364 -0.142 -0.849  C4 1.481, C6 1.349, N7 1.402
6 C -2.191 0.812 -1.323  C5 1.349, H14 1.088, H15 1.081
7 N -0.041 -0.183 -1.308  C5 1.402, H16 1.028, H17 1.004
8 H 0.578 -1.988 2.737  C1 1.100
9 H 0.310 -2.814 1.190  C1 1.108
10 H -1.100 -0.234 1.973  C3 1.103
11 H -1.814 -1.626 2.324  C3 1.097
12 H -1.671 -2.194 -0.406  C4 1.115
13 H -2.856 -1.280 0.228  C4 1.095
14 H -1.890 1.576 -2.037  C6 1.088
15 H -3.262 0.749 -1.187  C6 1.081
16 H 0.513 -0.775 -0.676  N7 1.028
17 H 0.469 0.680 -1.377  N7 1.004
18 H 3.076 -3.133 1.775  O20 0.960
19 H 3.066 -1.877 0.805  O20 0.973
20 O 3.363 -2.796 0.923  H18 0.960, H19 0.973
21 H 2.353 -0.177 1.619  O23 1.025
22 H 2.823 0.202 3.104  O23 0.977
23 O 2.980 0.422 2.165  H21 1.025, H22 0.977
24 H -2.793 3.963 0.388  O26 0.955
25 H -1.762 3.574 -0.554  O26 0.967
26 O -2.021 4.343 -0.027  H24 0.955, H25 0.967
27 H 1.036 0.675 0.829  O29 1.007
28 H 1.618 2.173 0.887  O29 0.960
29 O 0.819 1.656 0.759  H27 1.007, H28 0.960
30 H 0.713 3.380 -1.213  O32 0.965
31 H 0.049 2.205 -1.910  O32 0.957
32 O 0.039 3.161 -1.869  H30 0.965, H31 0.957
33 H -0.474 2.389 1.711  O35 0.978
34 H -1.336 3.592 1.815  O35 0.966
35 O -1.208 2.740 2.252  H33 0.978, H34 0.966
36 H 2.089 -3.553 -0.323  O38 0.978
37 H 2.072 -3.844 -1.843  O38 0.955
38 O 1.894 -4.238 -0.992  H36 0.978, H37 0.955
39 H -1.474 -1.673 -3.647  O41 0.968
40 H -2.882 -1.084 -3.862  O41 0.961
41 O -2.070 -1.315 -4.320  H39 0.968, H40 0.961

Here is a cluster of 9 separate species, C5H26NO9 in total at a distorted geometry from the OMol25 dataset. Energies are from ωB97M-V with the def2-TZVPD basis set.

Output
Net charge: +1
Multiplicity: 1
E_HOMO, Ha: -0.470
Energy above the lowest of the compared OMol25 structures with the same formula, charge and spin, kcal/mol: 58.57
Kohn-Sham gap, eV: 10.286

Each atom is followed by the atoms it is bonded to, with distances in Å.
Geometry (Å):
1 O 2.247 1.068 -2.241  C2 1.203
2 C 1.620 0.562 -1.347  O1 1.203, C3 1.549, H8 1.216
3 C 0.778 1.552 -0.504  C2 1.549, C4 1.535, N7 1.502, H9 1.096
4 C -0.581 1.108 0.054  C3 1.535, C5 1.495, H10 1.137, H11 1.173
5 C -0.855 1.532 1.461  C4 1.495, C6 1.325, H12 1.108
6 C -2.032 2.004 1.843  C5 1.325, H13 1.064, H14 1.067
7 N 0.561 2.689 -1.460  C3 1.502, H15 1.029, H16 1.020, H17 1.103
8 H 1.549 -0.616 -1.051  C2 1.216
9 H 1.481 1.859 0.279  C3 1.096
10 H -0.645 -0.027 0.020  C4 1.137
11 H -1.358 1.511 -0.728  C4 1.173
12 H -0.018 1.355 2.165  C5 1.108
13 H -2.874 2.094 1.199  C6 1.064
14 H -2.148 2.238 2.878  C6 1.067
15 H 1.439 3.192 -1.647  N7 1.029
16 H -0.209 3.288 -1.160  N7 1.020
17 H 0.222 2.232 -2.404  N7 1.103
18 H 2.261 -1.393 2.480  O20 0.957
19 H 3.196 -2.401 1.599  O20 0.954
20 O 2.458 -1.798 1.636  H18 0.957, H19 0.954
21 H 0.931 -2.684 -2.152  O23 0.962
22 H -0.606 -2.393 -2.452  O23 0.971
23 O 0.302 -2.054 -2.517  H21 0.962, H22 0.971
24 H -0.635 -0.834 2.825  O26 0.958
25 H 0.304 -0.338 4.074  O26 0.965
26 O 0.209 -0.872 3.277  H24 0.958, H25 0.965
27 H -1.896 -3.012 1.615  O29 0.961
28 H -2.287 -1.501 0.986  O29 0.974
29 O -1.650 -2.223 1.126  H27 0.961, H28 0.974
30 H -0.825 1.119 -4.021  O32 0.962
31 H 0.025 0.060 -3.125  O32 0.963
32 O -0.546 0.834 -3.145  H30 0.962, H31 0.963
33 H 1.174 -3.413 0.504  O35 0.957
34 H -0.362 -2.977 0.434  O35 1.028
35 O 0.487 -3.166 -0.114  H33 0.957, H34 1.028
36 H 3.911 0.553 -0.085  O38 0.962
37 H 3.042 -0.220 0.898  O38 0.969
38 O 3.058 0.584 0.357  H36 0.962, H37 0.969
39 H -3.772 -0.080 -1.277  O41 0.955
40 H -4.302 0.580 0.051  O41 0.956
41 O -3.655 -0.011 -0.331  H39 0.955, H40 0.956

Here is a cluster of 7 separate species, C5H27N2O6 in total at a distorted geometry from the OMol25 dataset. Energies are from ωB97M-V with the def2-TZVPD basis set.

Output
Net charge: +1
Multiplicity: 1
E_HOMO, Ha: -0.469
Energy above the lowest of the compared OMol25 structures with the same formula, charge and spin, kcal/mol: 141.44
Kohn-Sham gap, eV: 9.548

Each atom is followed by the atoms it is bonded to, with distances in Å.
Geometry (Å):
1 N 2.249 -0.832 2.797  C2 1.603, H8 1.073, H9 0.937, H10 1.026
2 C 1.672 0.495 2.106  N1 1.603, C3 1.546, H11 1.090, H12 1.079
3 C 0.343 0.076 1.435  C2 1.546, N4 1.520, H13 1.123, H14 1.057
4 N 0.645 -1.190 0.651  C3 1.520, C5 1.489, C7 1.515
5 C 1.223 -0.698 -0.630  N4 1.489, C6 1.515, H15 1.022, H16 1.143
6 C 1.825 -1.851 -1.408  C5 1.515, H17 1.143, H18 1.080, H19 1.101
7 C -0.572 -2.089 0.569  N4 1.515, H20 1.098, H21 1.178, H22 1.014
8 H 2.338 -1.554 2.009  N1 1.073
9 H 3.118 -0.510 2.936  N1 0.937
10 H 1.587 -1.017 3.558  N1 1.026
11 H 1.627 1.364 2.762  C2 1.090
12 H 2.483 0.823 1.475  C2 1.079
13 H -0.339 0.813 0.932  C3 1.123
14 H -0.328 -0.245 2.185  C3 1.057
15 H 1.860 0.093 -0.513  C5 1.022
16 H 0.449 -0.374 -1.406  C5 1.143
17 H 1.269 -2.096 -2.376  C6 1.143
18 H 2.777 -1.650 -1.876  C6 1.080
19 H 1.828 -2.731 -0.745  C6 1.101
20 H -0.538 -2.955 1.243  C7 1.098
21 H -0.634 -2.701 -0.436  C7 1.178
22 H -1.462 -1.632 0.730  C7 1.014
23 H -3.500 -1.756 1.173  O25 0.922
24 H -3.812 -3.010 0.385  O25 0.939
25 O -3.433 -2.152 0.343  H23 0.922, H24 0.939
26 H -1.910 3.274 0.872  O28 0.948
27 H -0.901 3.403 2.022  O28 0.819
28 O -1.041 3.195 1.242  H26 0.948, H27 0.819
29 H -2.667 3.048 -1.238  O31 0.877
30 H -3.505 1.878 -0.297  O31 0.945
31 O -3.043 2.664 -0.546  H29 0.877, H30 0.945
32 H 3.413 1.840 -3.227  O34 0.978
33 H 2.318 1.518 -2.431  O34 0.995
34 O 3.303 1.394 -2.363  H32 0.978, H33 0.995
35 H -2.844 -0.768 -2.458  O37 0.914
36 H -1.598 -0.906 -1.618  O37 1.017
37 O -2.332 -0.260 -1.898  H35 0.914, H36 1.017
38 H -0.775 1.689 -2.244  O40 0.947
39 H -0.374 2.779 -1.445  O40 0.905
40 O -0.718 2.634 -2.269  H38 0.947, H39 0.905

Here is a cluster of 8 separate species, C5H27N2O8 in total at a distorted geometry from the OMol25 dataset. Energies are from ωB97M-V with the def2-TZVPD basis set.

Output
Net charge: -1
Multiplicity: 1
E_HOMO, Ha: -0.163
Energy above the lowest of the compared OMol25 structures with the same formula, charge and spin, kcal/mol: 52.20
Kohn-Sham gap, eV: 7.514

Each atom is followed by the atoms it is bonded to, with distances in Å.
Geometry (Å):
1 C 1.295 -1.273 -2.548  N2 1.476, H9 1.073, H10 1.058, H11 1.103
2 N 1.595 0.105 -2.112  C1 1.476, C3 1.490, H12 1.000
3 C 1.296 0.276 -0.663  N2 1.490, C4 1.555, C7 1.577, H13 1.098
4 C 1.448 1.788 -0.330  C3 1.555, C5 1.521, H14 1.120, H15 1.119
5 C 0.653 2.178 0.907  C4 1.521, N6 1.474, H16 1.149, H17 1.151
6 N -0.807 2.268 0.732  C5 1.474, H18 1.023, H19 1.010
7 C 2.375 -0.510 0.177  C3 1.577, O8 1.279, H20 1.115, H21 1.236
8 O 3.526 -0.541 -0.380  C7 1.279
9 H 1.397 -1.361 -3.612  C1 1.073
10 H 0.301 -1.572 -2.342  C1 1.058
11 H 1.937 -2.033 -2.070  C1 1.103
12 H 2.562 0.334 -2.226  N2 1.000
13 H 0.264 -0.039 -0.463  C3 1.098
14 H 1.119 2.420 -1.194  C4 1.120
15 H 2.537 2.005 -0.195  C4 1.119
16 H 1.041 3.162 1.357  C5 1.149
17 H 0.832 1.431 1.764  C5 1.151
18 H -1.070 3.182 0.354  N6 1.023
19 H -1.153 1.585 0.073  N6 1.010
20 H 2.366 -0.113 1.219  C7 1.115
21 H 1.927 -1.662 0.220  C7 1.236
22 H -1.730 0.781 -2.024  O24 0.972
23 H -2.125 -0.394 -1.039  O24 0.961
24 O -2.259 0.534 -1.246  H22 0.972, H23 0.961
25 H 0.254 -1.634 2.343  O27 0.952
26 H 1.178 -0.469 2.587  O27 0.921
27 O 0.450 -0.914 2.933  H25 0.952, H26 0.921
28 H -2.915 -0.150 2.000  O30 0.943
29 H -3.493 0.094 0.609  O30 0.978
30 O -3.492 -0.532 1.360  H28 0.943, H29 0.978
31 H 1.083 -2.312 0.440  O33 1.076
32 H 0.261 -3.577 1.063  O33 0.907
33 O 0.207 -2.679 0.947  H31 1.076, H32 0.907
34 H -1.533 1.345 2.391  O36 0.972
35 H -0.949 0.000 3.087  O36 1.042
36 O -1.771 0.636 3.012  H34 0.972, H35 1.042
37 H -0.469 2.286 -2.646  O39 0.927
38 H 0.214 0.967 -2.998  O39 1.016
39 O -0.639 1.506 -3.117  H37 0.927, H38 1.016
40 H -1.203 -2.212 0.091  O42 0.958
41 H -2.595 -1.620 0.414  O42 1.032
42 O -2.017 -1.986 -0.360  H40 0.958, H41 1.032

Here is a cluster of 11 separate species, C5H28NO12 in total at a distorted geometry from the OMol25 dataset. Energies are from ωB97M-V with the def2-TZVPD basis set.

Output
Net charge: -1
Multiplicity: 1
E_HOMO, Ha: -0.219
Energy above the lowest of the compared OMol25 structures with the same formula, charge and spin, kcal/mol: 21.90
Kohn-Sham gap, eV: 8.616

Each atom is followed by the atoms it is bonded to, with distances in Å.
Geometry (Å):
1 O -0.928 -1.810 1.313  C2 1.261
2 C -1.569 -0.874 0.764  O1 1.261, O3 1.258, C4 1.507
3 O -1.435 -0.603 -0.458  C2 1.258
4 C -2.356 0.113 1.587  C2 1.507, C5 1.531, H9 1.102, H10 1.087
5 C -3.227 1.113 0.823  C4 1.531, C6 1.490, H11 1.094, H12 1.092
6 C -2.397 2.225 0.281  C5 1.490, C7 1.331, N8 1.418
7 C -1.422 2.893 0.894  C6 1.331, H13 1.087, H14 1.074
8 N -2.838 2.618 -1.008  C6 1.418, H15 1.013, H16 1.018
9 H -3.002 -0.465 2.267  C4 1.102
10 H -1.723 0.589 2.333  C4 1.087
11 H -4.018 1.419 1.514  C5 1.094
12 H -3.763 0.529 0.072  C5 1.092
13 H -1.193 2.535 1.894  C7 1.087
14 H -0.905 3.783 0.584  C7 1.074
15 H -2.313 3.348 -1.476  N8 1.013
16 H -2.722 1.884 -1.704  N8 1.018
17 H 3.898 -1.589 -0.973  O19 0.963
18 H 2.537 -2.191 -1.401  O19 0.968
19 O 2.987 -1.713 -0.689  H17 0.963, H18 0.968
20 H 1.395 -0.584 -1.177  O22 0.965
21 H 0.526 0.739 -1.056  O22 0.956
22 O 1.265 0.319 -1.492  H20 0.965, H21 0.956
23 H -0.594 -2.084 -2.554  O25 0.969
24 H 0.073 -3.327 -2.073  O25 0.967
25 O -0.256 -2.929 -2.891  H23 0.969, H24 0.967
26 H 1.179 -2.615 2.714  O28 0.966
27 H 1.746 -1.293 3.249  O28 0.961
28 O 1.885 -2.244 3.260  H26 0.966, H27 0.961
29 H 1.088 2.331 -2.699  O31 0.967
30 H 2.097 1.847 -1.856  O31 0.991
31 O 1.992 2.604 -2.487  H29 0.967, H30 0.991
32 H 0.560 -2.930 0.117  O34 0.968
33 H 2.051 -2.993 0.229  O34 0.976
34 O 1.290 -3.550 -0.025  H32 0.968, H33 0.976
35 H 1.536 4.409 0.822  O37 0.960
36 H 1.622 4.298 -0.692  O37 0.963
37 O 1.815 3.817 0.120  H35 0.960, H36 0.963
38 H -1.574 -0.281 -2.042  O40 0.991
39 H -2.604 -0.938 -2.912  O40 0.963
40 O -1.824 -0.380 -2.996  H38 0.991, H39 0.963
41 H 3.474 -0.084 0.333  O43 0.968
42 H 4.172 0.987 -0.320  O43 0.969
43 O 4.388 0.217 0.226  H41 0.968, H42 0.969
44 H 0.085 -1.231 4.033  O46 0.963
45 H -0.951 -1.439 2.977  O46 0.994
46 O -0.831 -0.991 3.856  H44 0.963, H45 0.994

Kohn-Sham gap of number 3 (C5H26NO9)?
10.286 eV

Look up the multiplicity of the third one.
1